Record 1
Below is a 2-piece molecular cluster, C4H11N3O2 overall at a distorted geometry, with properties calculated with ωB97M-V with the def2-TZVPD basis set.

```
20
Properties=species:S:1:pos:R:3:forces:R:3
C 2.53346 1.04892 0.17117 1.1 -1.0 0.4
C 1.44170 -1.01896 -0.50200 -0.1 -0.4 -1.7
N 0.33576 -1.67351 -0.37887 -0.9 0.6 0.3
N 1.44878 0.34174 -0.47930 -0.2 0.2 0.7
N 2.60949 -1.61573 -0.89629 0.6 -0.1 0.2
H -1.07489 -0.87540 -0.30073 -0.2 0.1 0.2
H 0.27379 -2.59241 -0.79237 0.6 -0.1 0.2
H 0.54154 0.73551 -0.22690 -0.1 -0.2 0.0
H 3.41956 -1.11250 -1.22592 -0.4 0.1 0.2
H 2.74156 -2.59843 -0.75328 -0.2 -0.1 0.0
H 2.18310 1.95409 0.64813 0.0 0.3 -0.3
H 3.38281 1.19677 -0.49960 -0.2 0.6 -0.2
H 2.98291 0.43529 0.96787 -0.3 0.1 0.1
C -3.38081 1.19777 0.80137 -0.3 0.0 0.6
C -2.02487 0.69371 0.39960 0.1 0.5 -0.2
O -2.03074 -0.47117 -0.18273 0.1 -0.6 -0.1
O -1.01826 1.36538 0.58250 -0.1 -0.1 0.1
H -3.41381 2.27659 0.68187 -0.1 0.0 -0.2
H -3.53352 1.02649 1.87380 0.2 -0.1 -0.1
H -4.20566 0.69417 0.30524 0.1 0.0 -0.3
```
Forces are in eV/Å.

The value obtained for the total energy is -473.8002 Ha. The calculation puts the relative energy (zero: lowest compared OMol25 entry of this formula, charge and spin) at 1.64 kcal/mol. The value obtained for the HOMO energy is -0.3364 Ha. The gap between HOMO and LUMO is 9.949 eV.

=====

Record 2
Below is a 2-piece molecular cluster, C4H11N3O2 overall at a distorted geometry, with properties calculated with ωB97M-V with the def2-TZVPD basis set.

```
20
Properties=species:S:1:pos:R:3:forces:R:3
C -1.17944 2.04038 0.75931 0.2 -0.4 0.5
C -0.18285 0.58944 -0.81404 0.1 4.1 0.4
N -1.36996 0.03304 -1.21182 -1.7 -1.1 -0.2
N 0.82368 0.32906 -1.70963 2.3 -0.7 -0.1
N -0.01409 1.54156 0.05392 -0.4 -1.4 -1.3
H -1.19905 -0.81685 -1.73885 -0.1 0.1 0.1
H 1.65851 0.83433 -1.42414 -0.1 -0.1 -0.2
H -1.93050 0.66068 -1.77760 -0.2 0.1 0.3
H 0.58770 0.57115 -2.66421 -0.1 -0.2 0.1
H -0.86933 2.42267 1.73530 -0.1 0.0 -0.1
H -1.94879 1.27825 0.91653 -0.1 0.0 0.0
H -1.61407 2.87424 0.19605 0.0 -0.1 0.0
C 1.84191 -1.60267 0.73364 0.1 0.6 -0.9
C 0.45066 -1.23900 1.15730 -0.2 -0.7 4.3
O -0.46978 -2.10346 0.67118 -0.4 0.9 -0.5
O 0.17781 -0.56317 2.16326 0.6 -0.8 -2.7
H -1.30742 -1.77643 1.05624 0.2 -0.4 -0.1
H 1.83493 -2.02725 -0.27331 0.1 0.0 0.2
H 2.46499 -0.70598 0.74053 0.0 -0.2 0.1
H 2.24511 -2.33998 1.43034 -0.2 0.1 0.1
```
Forces are in eV/Å.

The value obtained for the total energy is -473.7505 Ha. The calculation puts the relative energy (zero: lowest compared OMol25 entry of this formula, charge and spin) at 32.77 kcal/mol. The value obtained for the HOMO energy is -0.3241 Ha. The gap between HOMO and LUMO is 9.436 eV.

=====

Record 3
Below is a 2-piece molecular cluster, C4H11N3O2 overall at a distorted geometry, with properties calculated with ωB97M-V with the def2-TZVPD basis set.

```
20
Properties=species:S:1:pos:R:3:forces:R:3
C -0.49171 -2.29249 0.67290 -2.6 -1.2 0.6
C -1.00986 -0.66837 -1.10770 2.3 1.2 -3.9
N 0.12621 -0.26554 -1.71396 -2.5 -2.2 1.8
N -1.31414 -1.98136 -0.60455 1.2 1.5 2.1
N -2.06296 0.23510 -1.19682 1.8 -0.7 0.9
H 0.75464 -1.09335 -1.78212 -0.4 0.8 0.3
H 1.21564 1.95564 3.02859 -0.6 0.6 -0.6
H -1.28956 -2.66926 -1.32973 0.3 -0.3 -0.2
H -2.18967 0.84245 -1.95760 0.8 0.8 -1.0
H -2.91584 -0.04120 -0.86494 -2.2 -1.2 1.3
H 0.03633 -1.38961 1.02267 0.1 -0.6 -0.5
H 0.18379 -3.22725 0.60837 -1.1 1.7 -0.1
H -1.36099 -2.47793 1.46869 2.2 0.0 -1.4
C 1.44252 2.11599 -0.11769 2.2 -0.9 -0.2
C 1.55641 1.51568 1.28915 -1.3 0.3 0.3
O 1.01129 2.40628 2.17010 0.9 -0.6 0.9
O 1.88759 0.43402 1.72319 0.4 0.4 -1.1
H 1.81185 3.20603 -0.03018 -1.3 -1.6 -0.4
H 0.41703 1.83685 -0.49019 1.0 1.0 0.2
H 2.19143 1.55830 -0.78821 -1.3 0.8 0.9
```
Forces are in eV/Å.

The value obtained for the total energy is -473.7231 Ha. The calculation puts the relative energy (zero: lowest compared OMol25 entry of this formula, charge and spin) at 49.99 kcal/mol. The value obtained for the HOMO energy is -0.3319 Ha. The gap between HOMO and LUMO is 9.822 eV.

=====

Record 4
Below is a 2-piece molecular cluster, C4H11N3O2 overall at a distorted geometry, with properties calculated with ωB97M-V with the def2-TZVPD basis set.

```
20
Properties=species:S:1:pos:R:3:forces:R:3
C 1.22045 2.00000 -1.76545 1.1 -2.2 -1.3
C -1.12798 1.59543 -1.32129 -0.9 2.9 -1.6
N -2.08117 2.45729 -1.16994 3.9 -0.8 -3.0
N -0.15628 2.04916 -2.43345 0.6 -0.6 3.3
N -0.89140 0.39597 -0.62826 -0.5 -0.4 -0.2
H 1.78042 -2.32790 0.23256 -2.7 0.9 0.9
H -2.82993 2.39857 -0.59187 -2.3 -1.2 2.5
H -0.36905 3.04606 -2.72692 0.0 -1.8 1.1
H -1.58742 -0.36606 -0.61879 0.4 1.2 -0.1
H 0.02930 0.03991 -0.41476 0.0 0.3 -0.5
H 1.76133 0.92842 -1.97438 -1.3 2.5 0.2
H 1.23892 2.04845 -0.65312 -0.3 0.5 -0.7
H 1.89425 2.77500 -2.19800 -0.6 -0.6 0.4
C -0.05153 -2.19916 2.87309 -3.7 1.2 -2.3
C 0.58078 -2.80208 1.62276 -2.0 1.5 4.3
O 0.93035 -1.94140 0.71493 3.8 0.2 -3.0
O 0.66632 -3.96456 1.64744 1.4 -3.6 -1.6
H -0.41063 -1.18312 2.68362 0.8 0.4 0.3
H 0.48985 -2.29453 3.76301 0.9 -0.3 1.1
H -1.08657 -2.65546 2.95884 1.4 -0.3 0.3
```
Forces are in eV/Å.

The value obtained for the total energy is -473.6929 Ha. The calculation puts the relative energy (zero: lowest compared OMol25 entry of this formula, charge and spin) at 68.93 kcal/mol. The value obtained for the HOMO energy is -0.3305 Ha. The gap between HOMO and LUMO is 9.223 eV.

=====

Record 5
Below is C4H11N3O2 as an isolated structure at a distorted geometry, with properties calculated with ωB97M-V with the def2-TZVPD basis set.

```
20
Properties=species:S:1:pos:R:3:forces:R:3
C 0.66273 -0.35682 0.14098 0.4 3.7 1.5
C -0.37284 0.40418 -0.65584 -1.5 -4.3 -3.1
C -1.62396 0.90549 0.05460 0.2 0.2 0.4
C 1.05259 1.23752 1.12524 1.9 -1.8 0.1
N 1.92924 -0.60831 -0.37075 -0.6 0.1 -1.7
N 0.18449 -1.47329 0.85907 -1.5 -0.4 0.7
N -0.99251 -0.88963 -1.62345 0.7 2.3 0.7
O 0.73067 1.16066 2.45152 -0.4 0.0 -0.7
O 1.85494 2.03036 0.67042 -2.0 -0.9 0.9
H 0.16376 0.36381 2.52850 0.4 0.4 0.1
H 0.05354 1.11101 -1.36027 0.2 0.2 0.3
H 0.51766 -2.33777 0.43596 0.4 0.4 0.1
H 2.49770 -1.25537 0.16149 0.1 0.4 -0.8
H 2.08481 -0.26253 -1.32201 0.7 -0.6 1.0
H -0.82323 -1.57545 0.67808 0.4 0.3 0.3
H -0.28033 -1.09068 -2.32911 0.0 -0.1 0.3
H -1.74301 -0.47279 -2.17767 0.1 0.0 0.2
H -1.54014 1.97547 0.26262 -0.1 -0.1 0.0
H -2.52436 0.72202 -0.53643 0.3 0.2 -0.2
H -1.83174 0.41214 1.00707 0.3 -0.1 0.0
```
Forces are in eV/Å.

The value obtained for the total energy is -473.6943 Ha. The calculation puts the relative energy (zero: lowest compared OMol25 entry of this formula, charge and spin) at 68.05 kcal/mol. The value obtained for the HOMO energy is -0.2992 Ha. The gap between HOMO and LUMO is 8.882 eV.

=====

Record 6
Below is a 2-piece molecular cluster, C4H11N3O2 overall at a distorted geometry, with properties calculated with ωB97M-V with the def2-TZVPD basis set.

```
20
Properties=species:S:1:pos:R:3:forces:R:3
C -1.33161 2.35384 -2.61465 0.1 -0.2 -1.8
C -1.72250 1.21047 -1.74391 0.0 1.0 1.6
O -1.07388 0.87855 -0.77548 0.1 -0.3 -0.5
O -2.96964 0.73880 -1.91171 0.4 -0.1 -0.2
H -1.98163 2.43952 -3.49129 -0.1 0.1 0.3
H -0.32664 2.24892 -3.01892 0.1 -0.4 0.2
H -1.30714 3.29558 -2.08909 -0.3 0.1 0.5
C 0.04332 -2.31495 0.83051 -0.4 -0.2 0.2
C 1.63311 -0.82360 1.70817 0.0 -0.2 0.7
N 2.82892 -0.58464 2.45568 0.6 0.0 -0.5
N 1.26859 -2.02577 1.52186 0.2 0.3 -0.1
N 0.93155 0.34203 1.44435 -0.5 -0.1 0.0
H 3.06749 -1.42752 2.96775 -0.2 -0.1 -0.1
H 3.59815 -0.47756 1.79457 0.0 0.3 0.2
H -3.06233 0.14667 -1.14637 -0.3 -0.1 -0.2
H 1.35943 1.06838 0.89482 0.2 0.0 0.2
H -0.04435 0.22661 1.22797 0.2 0.0 -0.5
H 0.21242 -2.89903 -0.07145 0.3 -0.1 -0.1
H -0.55540 -1.46108 0.53559 -0.2 0.3 -0.1
H -0.56785 -2.93522 1.48160 -0.2 -0.1 0.0
```
Forces are in eV/Å.

The value obtained for the total energy is -473.7629 Ha. The calculation puts the relative energy (zero: lowest compared OMol25 entry of this formula, charge and spin) at 25.00 kcal/mol. The value obtained for the HOMO energy is -0.3218 Ha. The gap between HOMO and LUMO is 9.245 eV.

=====

Question: Which value of gap between HOMO and LUMO does entry 2 give?
Answer: 9.436 eV

=====

What did the first record say?
Below is a 2-piece molecular cluster, C4H11N3O2 overall at a distorted geometry, with properties calculated with ωB97M-V with the def2-TZVPD basis set.

```
20
Properties=species:S:1:pos:R:3:forces:R:3
C 2.53346 1.04892 0.17117 1.1 -1.0 0.4
C 1.44170 -1.01896 -0.50200 -0.1 -0.4 -1.7
N 0.33576 -1.67351 -0.37887 -0.9 0.6 0.3
N 1.44878 0.34174 -0.47930 -0.2 0.2 0.7
N 2.60949 -1.61573 -0.89629 0.6 -0.1 0.2
H -1.07489 -0.87540 -0.30073 -0.2 0.1 0.2
H 0.27379 -2.59241 -0.79237 0.6 -0.1 0.2
H 0.54154 0.73551 -0.22690 -0.1 -0.2 0.0
H 3.41956 -1.11250 -1.22592 -0.4 0.1 0.2
H 2.74156 -2.59843 -0.75328 -0.2 -0.1 0.0
H 2.18310 1.95409 0.64813 0.0 0.3 -0.3
H 3.38281 1.19677 -0.49960 -0.2 0.6 -0.2
H 2.98291 0.43529 0.96787 -0.3 0.1 0.1
C -3.38081 1.19777 0.80137 -0.3 0.0 0.6
C -2.02487 0.69371 0.39960 0.1 0.5 -0.2
O -2.03074 -0.47117 -0.18273 0.1 -0.6 -0.1
O -1.01826 1.36538 0.58250 -0.1 -0.1 0.1
H -3.41381 2.27659 0.68187 -0.1 0.0 -0.2
H -3.53352 1.02649 1.87380 0.2 -0.1 -0.1
H -4.20566 0.69417 0.30524 0.1 0.0 -0.3
```
Forces are in eV/Å.

The value obtained for the total energy is -473.8002 Ha. The calculation puts the relative energy (zero: lowest compared OMol25 entry of this formula, charge and spin) at 1.64 kcal/mol. The value obtained for the HOMO energy is -0.3364 Ha. The gap between HOMO and LUMO is 9.949 eV.